A 14-piece molecular cluster, C46H129N9O19 overall, computed with ωB97M-V/def2-TZVPD.

Structure (XYZ):
```
203
C46H129N9O19 ωB97M-V/def2-TZVPD
C -11.8334 18.6961 -8.7978
C -13.2372 18.5607 -9.3440
O -13.9662 17.8989 -8.3676
O -11.8504 19.6813 -7.7182
H -11.0981 18.9820 -9.5500
H -11.5906 17.7561 -8.3023
H -13.1586 17.9283 -10.2284
H -13.7073 19.4793 -9.6951
H -14.1326 18.4368 -7.5901
H -11.8592 20.5246 -8.1769
C -9.6640 21.4322 -1.8354
C -10.7400 20.3110 -2.1082
O -11.8478 21.0465 -2.5869
O -9.0586 22.0276 -2.9722
H -8.8962 20.9914 -1.1995
H -10.0380 22.2476 -1.2164
H -10.9524 19.8353 -1.1507
H -10.3574 19.5913 -2.8319
H -12.6023 20.4557 -2.6447
H -9.5484 21.6573 -3.7102
C -7.8943 19.7536 -5.6277
C -8.9237 20.7522 -6.0402
O -10.2346 20.5922 -5.3782
O -6.7697 19.7135 -6.4303
H -8.2894 18.7379 -5.6077
H -7.6098 19.8923 -4.5847
H -9.1838 20.6794 -7.0962
H -8.6217 21.7834 -5.8575
H -10.8096 20.1151 -5.9809
H -6.2440 20.5033 -6.2839
C -14.7735 20.4681 -3.9679
C -14.1518 20.0882 -5.3415
O -14.7049 18.9609 -5.9143
O -14.3421 19.6355 -2.8900
H -15.8595 20.3764 -3.9519
H -14.5173 21.4690 -3.6207
H -13.0679 19.9753 -5.3193
H -14.2535 20.9453 -6.0072
H -14.5304 18.2649 -5.2766
H -14.6028 18.7200 -3.0146
C -12.6981 25.5041 -4.0704
C -12.0130 24.4480 -3.2537
O -12.9277 23.7016 -2.4886
O -12.6779 26.7908 -3.4557
H -13.7435 25.3004 -4.3022
H -12.1745 25.5669 -5.0244
H -11.2209 24.8540 -2.6245
H -11.4569 23.8560 -3.9805
H -12.5057 22.8400 -2.4537
H -13.4552 27.2761 -3.7420
C -18.2288 18.0366 0.4149
C -17.6753 18.7869 -0.8127
C -18.4747 20.0599 -1.1269
O -19.8390 19.6442 -1.1870
C -20.6686 20.7414 -1.4061
N -16.2272 18.9986 -0.6992
H -17.7377 17.0990 0.6753
H -19.2874 17.7837 0.3561
H -17.9946 18.5720 1.3350
H -17.8018 18.2209 -1.7356
H -18.2200 20.4295 -2.1202
H -18.3305 20.8895 -0.4348
H -20.6151 21.5636 -0.6926
H -21.7068 20.4256 -1.3037
H -20.6596 21.1985 -2.3956
H -15.9661 19.6929 -1.3847
H -16.0498 19.4671 0.1778
C -19.1602 26.9151 -1.4970
C -18.7491 25.6995 -2.4794
C -18.4874 24.3490 -1.7264
O -17.1838 24.2320 -1.0370
C -16.1552 23.8515 -1.8607
N -19.8438 25.6014 -3.4764
H -18.3377 27.1729 -0.8299
H -20.0795 26.7924 -0.9243
H -19.2946 27.8258 -2.0806
H -17.8382 25.9702 -3.0134
H -18.5298 23.4487 -2.3394
H -19.2651 24.2435 -0.9700
H -15.8315 24.6273 -2.5545
H -16.4216 23.0068 -2.4960
H -15.2466 23.6253 -1.3026
H -19.9048 24.7380 -3.9969
H -19.8614 26.3202 -4.1857
C -16.6275 26.7774 -8.8507
C -17.1356 25.3261 -8.7992
C -17.3820 24.7342 -7.3812
O -16.1480 24.3420 -6.8035
C -16.3043 23.7651 -5.4925
N -18.4451 25.1615 -9.5168
H -15.5773 26.8915 -8.5819
H -17.1487 27.3085 -8.0542
H -16.9159 27.3681 -9.7202
H -16.3122 24.7685 -9.2455
H -17.9514 23.8051 -7.4048
H -17.8366 25.4398 -6.6858
H -15.3328 23.5411 -5.0520
H -16.8958 22.8514 -5.5490
H -16.8638 24.4886 -4.8993
H -18.3007 25.5162 -10.4513
H -18.6962 24.1909 -9.6390
C -13.0962 17.1092 -0.5223
C -14.0864 16.0248 -0.0420
C -14.5606 16.2408 1.3735
O -13.4801 15.8678 2.2661
C -13.8387 16.0590 3.6663
N -15.1581 16.0511 -1.0661
H -13.4051 18.1200 -0.2562
H -12.9556 17.1384 -1.6028
H -12.1868 17.0453 0.0751
H -13.5458 15.0809 -0.1116
H -15.3304 15.4812 1.5094
H -14.9418 17.2244 1.6480
H -14.8286 15.6351 3.8350
H -13.7702 17.1400 3.7886
H -13.1174 15.4503 4.2116
H -15.8459 15.3868 -0.7411
H -15.5594 16.9760 -1.0066
C -16.9764 19.3346 -8.7307
C -18.2174 19.2564 -7.8493
C -18.1744 20.3889 -6.7679
O -19.3687 20.4538 -5.8872
C -19.3466 19.4145 -4.9209
N -19.3224 19.4874 -8.7500
H -16.9556 18.5480 -9.4850
H -16.1561 19.2417 -8.0190
H -16.9059 20.2595 -9.3031
H -18.3394 18.2307 -7.5011
H -18.2228 21.3751 -7.2298
H -17.2789 20.3977 -6.1466
H -18.4169 19.1976 -4.3949
H -19.5998 18.4646 -5.3918
H -20.0525 19.6359 -4.1204
H -20.1629 19.7142 -8.2379
H -19.6018 18.7248 -9.3504
C -16.9883 20.9050 2.9952
C -15.7574 19.9792 3.1233
C -14.4431 20.4797 2.3980
O -14.7644 20.8935 1.0182
C -13.5634 21.3474 0.3859
N -15.4407 19.7923 4.5184
H -16.8525 21.7968 3.6070
H -17.8580 20.5003 3.5129
H -17.3844 21.1077 2.0001
H -16.0119 19.0339 2.6440
H -13.7254 19.6654 2.4980
H -14.1388 21.3910 2.9128
H -13.3099 22.3275 0.7899
H -13.6398 21.3469 -0.7014
H -12.7069 20.7113 0.6093
H -15.0718 20.6405 4.9240
H -14.7009 19.1118 4.6166
C -14.8444 14.7272 -4.4592
C -15.3824 16.1664 -4.7036
C -16.9146 16.2993 -4.4334
O -17.6271 15.2456 -5.1320
C -19.0176 15.2664 -4.8356
N -14.5860 16.8383 -3.7471
H -15.4069 14.0545 -5.1066
H -15.0207 14.4104 -3.4313
H -13.8076 14.5483 -4.7440
H -15.2265 16.3776 -5.7615
H -17.1178 17.2870 -4.8474
H -17.1830 16.4120 -3.3830
H -19.4964 14.5557 -5.5092
H -19.6626 16.1010 -5.1102
H -19.2342 15.0230 -3.7955
H -14.7218 16.4291 -2.8338
H -13.6283 16.5894 -3.9498
C -8.7460 16.2421 -2.6580
C -10.0390 15.4440 -2.5106
C -10.7321 15.2474 -3.9373
O -11.5370 16.3999 -4.2343
C -11.4034 16.7368 -5.6198
N -9.7813 14.1262 -1.8796
H -8.2803 16.3745 -1.6815
H -8.8550 17.2369 -3.0900
H -8.0932 15.7507 -3.3795
H -10.7762 16.0660 -2.0028
H -11.4522 14.4291 -3.9342
H -9.9681 14.8896 -4.6275
H -10.3709 17.0420 -5.7894
H -11.9754 17.6232 -5.8942
H -11.5521 15.9197 -6.3258
H -10.6872 13.7614 -1.6222
H -9.2816 14.1869 -1.0040
C -13.8297 23.1405 -8.9675
C -12.8309 22.9489 -7.8870
C -11.4400 23.1027 -8.4293
O -11.1486 22.1335 -9.3490
C -9.8077 22.2737 -9.9407
N -13.1584 24.0196 -6.9809
H -14.8233 22.9056 -8.5856
H -13.8618 22.3188 -9.6829
H -13.7956 24.1478 -9.3824
H -12.7988 22.0261 -7.3078
H -10.7315 23.0682 -7.6017
H -11.3139 24.0921 -8.8690
H -9.1258 21.9806 -9.1425
H -9.4380 23.2255 -10.3222
H -9.7701 21.4570 -10.6616
H -14.1466 24.2280 -6.9694
H -12.8042 24.8725 -7.3896
```

Output
total charge = 0
energy above the lowest of the compared OMol25 structures with the same formula, charge and spin = 21.50 kcal/mol
HOMO level = -9.018 eV
orbital gap = 9.6 eV